Arrangement a

Density functional theory data (ωB97M-V/def2-TZVPD) for 2 unconnected molecules or ions with the total composition CH5NO3.

The geometry in XYZ format:
```
10
Properties=species:S:1:pos:R:3
N -1.709 -1.403 -1.220
C -1.005 -0.999 -0.083
O -0.391 -2.024 0.557
O -1.007 0.127 0.341
H -1.502 -2.348 -1.422
H -1.384 -0.838 -1.987
H -0.172 -1.621 1.413
H 3.976 3.991 0.256
H 3.013 2.721 0.381
O 3.077 3.676 0.346
```

Results
Kohn-Sham gap = 11.5 eV
SMILES string = NC(=O)O.O
Charge = 0

Arrangement b

Density functional theory data (ωB97M-V/def2-TZVPD) for 2 unconnected molecules or ions with the total composition CH5NO3.

The geometry in XYZ format:
```
10
Properties=species:S:1:pos:R:3
N -0.144 0.512 -0.074
C 0.422 1.778 0.037
O 1.536 1.703 0.775
O 0.236 2.716 -0.701
H -0.569 0.120 0.731
H -0.596 0.194 -0.929
H 1.586 1.084 1.512
H -1.507 -2.377 -0.781
H -0.010 -2.853 -0.441
O -0.954 -2.876 -0.130
```

Results
Kohn-Sham gap = 10.6 eV
SMILES string = NC(=O)O.O
Charge = 0

Last place for stability: arrangement b

Arrangement a

Density functional theory data (ωB97M-V/def2-TZVPD) for 2 unconnected molecules or ions with the total composition C6H7IO2S.

The geometry in XYZ format:
```
17
Properties=species:S:1:pos:R:3
C -0.639 2.562 -0.640
C -0.775 2.575 0.676
C 0.121 -1.094 -0.207
C -0.205 1.299 -1.234
C -0.092 0.357 -0.093
C 0.235 -3.063 1.023
O 0.092 -1.622 -1.301
O 0.244 -1.638 0.980
S -0.515 0.991 1.452
I 2.991 0.707 -0.016
H -0.464 3.356 -1.247
H -1.186 3.332 1.350
H -1.107 1.006 -1.802
H 0.576 1.435 -1.959
H 0.217 -3.320 -0.010
H -0.633 -3.526 1.513
H 1.138 -3.355 1.514
```

Results
Kohn-Sham gap (spin up / spin down) = 5.5 / 7.0 eV
Charge = 0

Arrangement b

Density functional theory data (ωB97M-V/def2-TZVPD) for a single C6H7IO2S molecule.

The geometry in XYZ format:
```
17
Properties=species:S:1:pos:R:3
C 0.125 0.454 -1.931
C 0.602 1.673 -1.296
C -0.209 -0.527 0.296
C 0.189 0.791 0.906
C 0.353 -0.871 -1.176
C -0.033 2.019 -0.021
O -0.649 0.401 -2.874
O -0.354 -1.770 -1.897
S 1.764 2.562 -1.987
I -2.229 2.438 -0.347
H 0.110 -1.269 1.003
H -1.279 -0.644 0.118
H -0.322 0.769 1.831
H 1.264 0.681 1.240
H 1.431 -1.000 -1.126
H 0.278 2.884 0.427
H -0.820 -1.343 -2.603
```

Results
Kohn-Sham gap = 7.9 eV
SMILES string = O=C1C(=S)[C@@H](I)CC[C@H]1O
Charge = 0

Last place for stability: arrangement a

Arrangement a

Density functional theory data (ωB97M-V/def2-TZVPD) for a single C4H4Cl2 molecule.

The geometry in XYZ format:
```
10
Properties=species:S:1:pos:R:3
C 1.314 -1.359 0.089
C 0.147 -0.615 0.013
C -0.058 0.806 0.043
C -1.307 1.257 -0.077
H 1.333 -2.412 0.242
H 0.850 1.522 0.460
H -2.101 0.502 -0.300
H -1.606 2.422 -0.250
Cl 2.741 -0.460 -0.133
Cl -1.314 -1.662 -0.087
```

Results
Kohn-Sham gap = 8.9 eV
SMILES string = C=C/C(Cl)=C\Cl
Charge = 0

Arrangement b

Density functional theory data (ωB97M-V/def2-TZVPD) for 2 unconnected molecules or ions with the total composition C4H4Cl2.

The geometry in XYZ format:
```
10
Properties=species:S:1:pos:R:3
C -1.047 0.863 1.643
C 1.584 -0.844 -0.900
C -1.163 0.088 0.604
C 0.705 -0.150 -1.612
Cl -2.628 -0.491 -0.067
Cl 0.393 0.410 -3.081
H -1.850 1.259 2.339
H -0.086 1.126 2.081
H 2.550 -1.352 -1.168
H 1.544 -0.909 0.161
```

Results
Kohn-Sham gap (spin up / spin down) = 7.7 / 9.1 eV
Charge = 0

Last place for stability: arrangement b

Arrangement a

Density functional theory data (ωB97M-V/def2-TZVPD) for a gas-phase ion, C5H13N (charge +1).

The geometry in XYZ format:
```
19
Properties=species:S:1:pos:R:3
C -1.503 -2.009 -0.097
C -0.925 -0.620 0.212
C 0.343 -0.239 -0.749
C 0.325 1.325 -0.642
C 1.850 1.852 -0.316
N -0.385 -0.442 1.548
H -2.634 -2.098 0.001
H -1.288 -2.728 0.896
H -1.088 -2.343 -1.018
H -1.707 0.169 0.085
H 0.316 -0.620 -1.807
H 1.333 -0.815 -0.352
H -0.135 1.851 0.196
H -0.151 1.817 -1.469
H 2.648 1.624 -0.953
H 1.951 1.494 0.621
H 1.595 2.873 -0.189
H -0.843 0.146 2.188
H 0.299 -1.237 1.844
```

Results
Expectation value of S² = 0.756
Spin multiplicity = 2
Kohn-Sham gap (spin up / spin down) = 11.5 / 6.5 eV
Charge = +1

Arrangement b

Density functional theory data (ωB97M-V/def2-TZVPD) for a molecular structure, C5H13N.

The geometry in XYZ format:
```
19
Properties=species:S:1:pos:R:3
C -0.423 1.032 1.010
C -0.742 0.062 -0.142
N -2.105 0.282 -0.510
C 2.126 -0.666 0.055
C 2.750 0.297 -0.710
C -2.976 -0.804 -0.179
H -0.405 2.007 0.505
H -1.222 1.008 1.739
H 0.616 1.007 1.349
H -0.530 -1.009 0.069
H -0.004 0.177 -0.950
H 2.203 -1.590 -0.524
H 2.614 -0.680 1.026
H 1.776 0.695 -0.122
H 2.618 0.387 -1.784
H 3.586 0.939 -0.427
H -2.652 -1.742 -0.637
H -3.956 -0.647 -0.647
H -3.275 -0.754 0.877
```

Results
Expectation value of S² = 0.755
Spin multiplicity = 2
Kohn-Sham gap (spin up / spin down) = 5.6 / 5.6 eV
Charge = +1

Last place for stability: arrangement b